--- P ---
{
  "formula": "C27H30N4O4",
  "method": "the ωB97M-V functional and the def2-TZVPD basis",
  "e_homo_ev": -9.135,
  "total_charge": 0,
  "smiles": "Cc1ccc(N(C(=O)CNC(=O)c2ccco2)[C@H](C(=O)NC2CCCC2)c2ccncc2)c(C)c1",
  "species": ["C", "C", "C", "C", "C", "N", "C", "O", "C", "N", "C", "O", "C", "C", "C", "C", "O", "C", "C", "O", "N", "C", "C", "C", "C", "C", "C", "C", "C", "N", "C", "C", "C", "C", "C", "H", "H", "H", "H", "H", "H", "H", "H", "H", "H", "H", "H", "H", "H", "H", "H", "H", "H", "H", "H", "H", "H", "H", "H", "H", "H", "H", "H", "H", "H"],
  "xyz": [[4.53, 1.66, -4.12], [3.58, 1.43, -2.99], [3.40, 2.37, -1.98], [2.52, 2.12, -0.94], [1.81, 0.93, -0.89], [0.95, 0.68, 0.21], [-0.27, 1.23, 0.33], [-0.97, 1.14, 1.32], [-0.79, 1.95, -0.93], [-2.22, 1.78, -1.01], [-2.70, 0.54, -1.27], [-1.99, -0.38, -1.64], [-4.16, 0.41, -1.14], [-4.98, -0.65, -1.42], [-6.28, -0.24, -1.09], [-6.17, 1.04, -0.63], [-4.89, 1.44, -0.66], [1.61, 0.04, 1.36], [0.64, -0.78, 2.24], [0.71, -0.76, 3.45], [-0.16, -1.60, 1.54], [-1.18, -2.41, 2.18], [-1.00, -3.89, 1.83], [-1.61, -4.02, 0.43], [-2.69, -2.92, 0.35], [-2.57, -2.08, 1.63], [2.34, 1.08, 2.17], [1.65, 1.98, 2.97], [2.38, 2.94, 3.66], [3.69, 3.05, 3.59], [4.35, 2.19, 2.83], [3.72, 1.19, 2.11], [1.97, -0.03, -1.89], [1.19, -1.31, -1.86], [2.86, 0.24, -2.93], [5.41, 1.02, -4.01], [4.87, 2.70, -4.13], [4.06, 1.43, -5.07], [3.95, 3.30, -2.01], [2.39, 2.85, -0.16], [-0.33, 1.53, -1.82], [-0.55, 3.02, -0.86], [-2.81, 2.42, -0.50], [-4.67, -1.60, -1.82], [-7.19, -0.81, -1.17], [-6.89, 1.74, -0.26], [2.33, -0.67, 0.95], [-0.27, -1.47, 0.54], [-1.09, -2.22, 3.25], [0.05, -4.19, 1.86], [-1.55, -4.49, 2.55], [-2.03, -5.01, 0.27], [-0.85, -3.86, -0.33], [-3.69, -3.36, 0.27], [-2.53, -2.30, -0.53], [-2.67, -1.02, 1.44], [-3.32, -2.38, 2.36], [0.58, 1.93, 3.06], [1.88, 3.66, 4.30], [5.42, 2.31, 2.81], [4.30, 0.51, 1.50], [1.39, -1.90, -2.75], [1.46, -1.91, -0.99], [0.12, -1.10, -1.82], [2.99, -0.49, -3.71]]
}

--- Q ---
{
  "formula": "C27H30N4O4",
  "method": "the ωB97M-V functional and the def2-TZVPD basis",
  "e_homo_ev": -8.737,
  "total_charge": 0,
  "smiles": "CC(C)(C)OC(=O)[C@H](Cc1ccccc1)NC(=O)c1nc[nH]c1C(=O)N1CCc2ccccc2C1",
  "species": ["C", "C", "C", "C", "O", "C", "O", "C", "C", "C", "C", "C", "C", "C", "C", "N", "C", "O", "C", "N", "C", "N", "C", "C", "O", "N", "C", "C", "C", "C", "C", "C", "C", "C", "C", "H", "H", "H", "H", "H", "H", "H", "H", "H", "H", "H", "H", "H", "H", "H", "H", "H", "H", "H", "H", "H", "H", "H", "H", "H", "H", "H", "H", "H", "H"],
  "xyz": [[3.43, -1.29, 1.90], [2.12, -2.00, 1.57], [1.83, -3.09, 2.60], [2.14, -2.55, 0.15], [1.13, -0.94, 1.65], [-0.15, -1.18, 1.42], [-0.68, -2.24, 1.23], [-0.93, 0.14, 1.52], [-1.63, 0.21, 2.88], [-0.61, 0.05, 3.97], [0.29, 1.08, 4.24], [1.27, 0.92, 5.21], [1.36, -0.27, 5.91], [0.46, -1.29, 5.65], [-0.51, -1.13, 4.69], [-1.88, 0.22, 0.43], [-1.46, -0.09, -0.82], [-0.30, -0.35, -1.08], [-2.52, -0.03, -1.83], [-3.85, -0.10, -1.52], [-4.49, -0.11, -2.65], [-3.64, -0.04, -3.71], [-2.38, 0.03, -3.21], [-1.18, 0.03, -4.08], [-1.09, -0.80, -4.98], [-0.24, 0.97, -3.86], [1.08, 0.82, -4.42], [2.03, 0.39, -3.31], [1.91, 1.27, -2.10], [2.90, 1.28, -1.13], [2.77, 2.04, 0.02], [1.63, 2.80, 0.21], [0.64, 2.80, -0.75], [0.77, 2.04, -1.90], [-0.33, 2.07, -2.94], [3.37, -0.84, 2.89], [4.26, -2.00, 1.88], [3.62, -0.51, 1.17], [0.88, -3.58, 2.38], [2.62, -3.83, 2.57], [1.78, -2.66, 3.60], [1.23, -3.10, -0.06], [2.99, -3.22, 0.02], [2.21, -1.73, -0.56], [-0.21, 0.96, 1.42], [-2.15, 1.17, 2.97], [-2.37, -0.59, 2.93], [0.22, 2.00, 3.69], [1.96, 1.72, 5.40], [2.13, -0.40, 6.66], [0.53, -2.22, 6.20], [-1.20, -1.94, 4.48], [-2.87, 0.21, 0.61], [-5.55, -0.16, -2.75], [-3.87, -0.08, -4.69], [1.03, 0.06, -5.21], [1.39, 1.77, -4.85], [3.06, 0.37, -3.67], [1.77, -0.63, -3.00], [3.79, 0.68, -1.29], [3.55, 2.03, 0.76], [1.52, 3.39, 1.11], [-0.26, 3.39, -0.60], [-1.31, 2.08, -2.45], [-0.23, 3.00, -3.52]]
}

Q: Which of them is the least stable? A: P.

--- P ---
{
  "formula": "C4H9N2O2",
  "method": "the ωB97M-V functional and the def2-TZVPD basis",
  "e_homo_ev": -4.216,
  "total_charge": -1,
  "species": ["C", "C", "C", "N", "N", "C", "O", "O", "H", "H", "H", "H", "H", "H", "H", "H", "H"],
  "xyz": [[0.36, 0.85, -0.02], [0.14, 0.05, 1.29], [2.19, -1.10, 1.25], [3.07, -0.15, 1.34], [-0.23, 0.15, -1.15], [-1.71, 0.15, -1.11], [-2.27, 1.11, -0.56], [-2.18, -0.87, -1.67], [-0.22, 1.77, -0.01], [1.41, 1.13, -0.08], [0.84, 0.43, 2.03], [-0.08, -0.99, 1.05], [1.85, -1.73, 2.08], [1.93, -1.62, 0.30], [-0.82, 0.36, 1.72], [3.84, -0.75, 0.96], [0.02, -0.82, -1.22]]
}

--- Q ---
{
  "formula": "C4H9N2O2",
  "method": "the ωB97M-V functional and the def2-TZVPD basis",
  "e_homo_ev": -3.700,
  "total_charge": -1,
  "smiles": "CNCCNC(=O)[O-]",
  "species": ["C", "N", "C", "C", "N", "C", "O", "O", "H", "H", "H", "H", "H", "H", "H", "H", "H"],
  "xyz": [[-2.59, 0.37, 0.73], [-1.10, 0.26, 0.85], [-0.56, -0.66, -0.14], [0.64, -0.19, -0.88], [1.69, 0.28, 0.00], [3.13, 0.11, -0.35], [3.78, 0.73, 0.48], [3.57, -0.50, -1.32], [-2.95, -0.47, 0.07], [-2.98, 1.32, 0.40], [-3.01, 0.24, 1.77], [-0.76, 0.20, 1.81], [-0.53, -1.65, 0.40], [-1.25, -0.85, -1.12], [0.25, 0.63, -1.58], [1.14, -0.94, -1.61], [1.54, 1.13, 0.52]]
}

--- R ---
{
  "formula": "C4H9N2O2",
  "method": "the ωB97M-V functional and the def2-TZVPD basis",
  "e_homo_ev": -2.555,
  "total_charge": -1,
  "smiles": "NCC(=O)NCC[O-]",
  "species": ["N", "C", "C", "O", "N", "C", "C", "O", "H", "H", "H", "H", "H", "H", "H", "H", "H"],
  "xyz": [[-1.83, 1.40, -1.83], [-1.07, 0.26, -1.34], [-1.23, 0.03, 0.16], [-2.34, 0.27, 0.64], [-0.19, -0.37, 0.90], [1.06, -0.96, 0.38], [2.32, -0.35, 1.01], [3.39, -0.45, 0.18], [-1.51, 2.27, -1.43], [-2.79, 1.28, -1.55], [-1.40, -0.64, -1.86], [-0.07, 0.40, -1.66], [-0.40, -0.67, 1.84], [1.09, -0.81, -0.68], [0.97, -2.03, 0.57], [2.08, 0.69, 1.24], [2.47, -0.82, 2.01]]
}

Q: Which of them is the least stable? A: P.